Density functional theory data (ωB97M-V with the def2-TZVPD basis set) for 2 unconnected molecules or ions with the total composition C4H11NO2 at a distorted geometry.

Structure (XYZ):
```
18
Properties=species:S:1:pos:R:3:forces:R:3
C 1.481160 1.247343 0.621041 0.426 0.010 -0.937
C 0.324876 0.287414 0.416542 0.353 0.185 -1.160
O -0.417073 -0.023658 1.311859 -0.767 -0.355 1.504
N 0.064296 -0.218269 -0.836289 0.098 0.904 -1.121
C 1.030064 -0.144495 -2.024118 -0.546 -1.039 1.356
C -1.085306 -1.178885 -0.916789 1.000 -0.217 -0.303
H 1.690580 1.582388 1.650845 -0.598 -0.539 -0.422
H 1.258369 2.132364 0.001595 0.331 -0.209 0.190
H 2.383737 0.755799 0.220597 -0.133 0.419 0.113
H 1.604459 0.787869 -2.155908 -0.624 -0.234 0.487
H 0.502623 -0.368958 -2.966471 0.053 0.168 0.603
H 1.735576 -0.965313 -1.811708 0.088 0.331 -0.593
H -1.290056 -1.398138 -1.978200 0.181 0.179 0.439
H -2.024691 -0.857349 -0.436403 0.760 0.265 -0.098
H -0.738467 -2.104277 -0.426943 -0.466 0.143 -0.164
O -2.497753 0.389440 3.079568 0.564 -0.651 0.493
H -1.688011 0.407357 2.520774 -0.587 -0.188 0.402
H -2.334384 -0.330633 3.730007 -0.134 0.828 -0.788
```
Positions in Å, forces in eV/Å.

Computed properties:
Lowest unoccupied orbital energy in eV: 0.685
ΔE to the lowest compared entry with this formula, charge and spin in kJ/mol: 82.83
E_tot in a.u.: -364.2366
Frontier orbital gap in eV: 10.17
SMILES: CC(=O)N(C)C.O